The following is a quantum chemistry calculation of a structure of composition C32H25N8O5S2Ti at a distorted geometry, from the OMol25 dataset.

Structure (XYZ):
```
73
Properties=species:S:1:pos:R:3:lowdin_charge:R:1
Ti 0.83794 0.75646 -0.27875 0.867
O -6.68421 0.41809 -2.80887 0.090
C -5.41231 0.09175 -3.17846 -0.494
O -5.22875 -0.34709 -4.28444 0.091
C -4.34296 0.38110 -2.20466 -0.167
C -3.07970 -0.18413 -2.41904 -0.016
C -2.04184 0.05798 -1.55770 -0.057
C -2.17552 0.90634 -0.42681 -0.296
C -3.45753 1.47436 -0.22272 -0.012
C -4.49478 1.20963 -1.08990 -0.042
N -1.09695 1.12077 0.35095 -0.098
C -1.10870 1.99293 1.44341 -0.116
C 0.07708 2.30926 2.01153 -0.284
C 0.23458 3.16157 3.17231 -0.054
C 1.43713 3.36106 3.73836 -0.111
C 2.60279 2.70725 3.19140 -0.112
C 2.43529 1.94260 2.08700 -0.219
N 1.25080 1.74755 1.44790 -0.070
H -6.69239 0.64943 -1.87369 0.080
H -2.94108 -0.82380 -3.28108 0.121
H -1.08025 -0.41040 -1.76269 0.069
H -3.63159 2.14072 0.60858 0.090
H -5.43981 1.70903 -0.89567 0.108
H -2.02759 2.43350 1.80051 0.095
H -0.65953 3.62168 3.57545 0.106
H 1.53240 3.99458 4.61131 0.092
H 3.57533 2.79930 3.65190 0.081
H 3.28345 1.41481 1.65849 0.084
O -4.00643 -8.01668 3.13832 -0.473
S -3.22118 -6.99519 2.48897 0.789
O -3.37700 -5.65936 3.02143 -0.482
O -1.33766 -7.58950 3.39721 -0.174
C -0.52062 -6.69930 3.76943 -0.545
N 0.16871 -6.88226 4.93864 0.125
C 0.96187 -5.90894 5.32693 -0.171
C 1.13886 -4.71527 4.63270 -0.045
C 0.42647 -4.62600 3.44375 -0.265
N -0.36047 -5.58507 2.99782 0.172
C 0.49223 -3.41538 2.57975 -0.123
C 1.60381 -2.58009 2.54635 0.004
C 1.59826 -1.48844 1.70414 -0.133
N 0.56197 -1.17337 0.92072 -0.056
C -0.51707 -1.96477 0.96794 -0.088
C -0.58826 -3.09013 1.76550 0.034
H 1.49763 -6.07262 6.26045 0.096
H 1.75922 -3.91868 5.01581 0.088
H 2.47679 -2.78588 3.15001 0.111
H 2.46189 -0.83512 1.65029 0.096
H -1.35239 -1.66965 0.34539 0.105
H -1.46892 -3.71938 1.77532 0.115
S 1.88285 -1.08210 -1.99932 0.743
C 2.85063 0.27065 -2.06202 -0.832
N 3.37656 0.75002 -3.22443 0.104
C 4.08366 1.89913 -3.30301 -0.038
C 4.33859 2.60491 -2.17307 -0.015
C 3.78168 2.10136 -0.98158 -0.077
N 3.09346 0.98777 -0.92364 -0.004
H 3.10946 0.25741 -4.06600 0.153
H 4.40062 2.20087 -4.29053 0.139
H 4.88476 3.53311 -2.19762 0.113
H 3.86680 2.65521 -0.05285 0.118
N 0.68578 1.92358 -1.55042 -0.085
C 0.54340 2.57181 -2.73834 -0.365
C 0.22448 1.87027 -3.91729 -0.054
C 0.21776 2.51588 -5.14319 -0.105
C 0.51756 3.87045 -5.23417 -0.122
C 0.80027 4.58196 -4.07210 -0.111
C 0.80867 3.95071 -2.84070 -0.049
H -0.02771 0.81912 -3.84343 0.093
H -0.03969 1.95778 -6.03585 0.098
H 0.50141 4.37139 -6.19351 0.090
H 1.00793 5.64429 -4.12706 0.095
H 1.02202 4.49918 -1.93141 0.106
```

Its HOMO-LUMO gap is 3.908 eV. The value obtained for the energy relative to the best compared isomer or geometry (same formula, charge and spin) is 117.5 kJ/mol. Its total charge is -1. The HOMO energy is -3.728 eV.

The following is a quantum chemistry calculation of a cluster of 6 separate species, C32H26BIO21 in total, from the OMol25 dataset.

Structure (XYZ):
```
81
Properties=species:S:1:pos:R:3:lowdin_charge:R:1
O -3.39073 -3.70465 -2.35210 0.094
C -3.51678 -2.74250 -1.60801 -0.335
C -3.32139 -1.37211 -1.98806 0.062
C -3.44710 -0.41902 -1.05116 -0.230
O -3.28417 0.86960 -1.28309 0.101
C -3.78166 -0.74286 0.39603 -0.309
O -3.83326 0.20092 1.16341 0.063
C -4.01680 -2.12076 0.76850 0.076
C -3.89960 -3.06431 -0.17655 -0.250
O -4.09308 -4.35531 0.04172 0.111
H -3.05974 -1.15526 -3.01372 0.139
H -3.45956 1.33266 -0.43749 0.071
H -4.27304 -2.34514 1.79404 0.137
H -3.94386 -4.80639 -0.81444 0.121
O -0.53494 -2.19488 -0.59391 0.105
C 0.22194 -2.69778 0.22050 -0.299
C 1.32563 -1.99749 0.83332 0.072
C 2.10467 -2.64577 1.71404 -0.226
O 3.13537 -2.09985 2.33048 0.103
C 1.86297 -4.09761 2.08946 -0.307
O 2.63212 -4.58481 2.89652 0.111
C 0.75559 -4.79659 1.47719 0.074
C -0.01986 -4.14661 0.59670 -0.220
O -1.05181 -4.70894 -0.01377 0.115
H 1.48840 -0.96428 0.56103 0.135
H 3.56439 -2.79885 2.87104 0.093
H 0.58603 -5.82883 1.74873 0.136
H -1.41910 -4.04113 -0.62536 0.093
O 5.74186 -3.14091 3.24356 0.093
C 6.43349 -2.21718 3.64677 -0.291
C 6.23595 -0.83161 3.31202 0.078
C 7.09219 0.07384 3.81097 -0.229
O 7.02544 1.37055 3.57085 0.126
C 8.24937 -0.31006 4.71498 -0.320
O 8.96883 0.59783 5.08967 0.108
C 8.42584 -1.70000 5.07338 0.050
C 7.57541 -2.60483 4.56847 -0.236
O 7.64613 -3.90532 4.80010 0.121
H 5.41218 -0.56884 2.66316 0.131
H 7.77705 1.77402 4.05274 0.123
H 9.24556 -1.96148 5.72906 0.141
H 6.90766 -4.31033 4.29851 0.124
O 9.66434 -1.40475 2.15730 0.100
C 10.82240 -1.36418 1.77458 -0.294
C 11.31045 -0.53371 0.70330 0.074
C 12.61326 -0.60160 0.38637 -0.230
O 13.18226 0.10464 -0.57281 0.121
C 13.58486 -1.51905 1.11239 -0.310
O 14.73712 -1.49299 0.71794 0.104
C 13.09631 -2.33965 2.19418 0.073
C 11.79468 -2.27016 2.51233 -0.223
O 11.22975 -2.96832 3.48174 0.118
H 10.61429 0.11424 0.19018 0.136
H 14.12734 -0.15646 -0.57478 0.122
H 13.79360 -2.98182 2.71282 0.136
H 10.28151 -2.71903 3.48468 0.095
O -9.40581 2.08824 -7.59093 0.105
C -9.65448 2.97277 -6.79158 -0.309
C -9.23609 4.34825 -6.91762 0.073
C -9.57705 5.21236 -5.94962 -0.230
O -9.25200 6.49333 -5.94963 0.121
C -10.38255 4.79574 -4.73091 -0.311
O -10.61142 5.67435 -3.91497 0.084
C -10.81268 3.42571 -4.60892 0.069
C -10.47276 2.56018 -5.57766 -0.230
O -10.80346 1.28283 -5.58167 0.122
H -8.66093 4.63710 -7.78557 0.136
H -9.62418 6.86853 -5.12494 0.121
H -11.39383 3.13840 -3.74415 0.135
H -10.41600 0.90624 -6.39996 0.123
C -9.93525 6.17514 -0.04486 -0.057
C -9.30476 4.98436 -0.73642 -0.234
O -7.86859 5.10301 -0.66914 -0.108
B -7.09274 4.06014 -1.01085 -0.847
I -5.91903 3.09818 0.50411 0.868
H -9.28544 7.04072 -0.16239 0.083
H -10.06375 6.00361 1.02252 0.077
H -10.90306 6.40419 -0.48995 0.079
H -9.60400 4.05586 -0.24460 0.122
H -9.61945 4.94543 -1.78041 0.094
H -7.02045 3.62104 -2.11938 0.032
```

Its HOMO-LUMO gap is 7.821 eV. The HOMO energy is -9.495 eV. The SMILES is O=C1C=C(O)C(=O)C=C1O.O=C1C=C(O)C(=O)C=C1O.O=C1C=C(O)C(=O)C=C1O.O=C1C=C(O)C(=O)C=C1O.O=C1C=C(O)C(=O)C=C1O.CCOBI.

The following is a quantum chemistry calculation of a structure of composition C32H26BaClN11O2, from the OMol25 dataset.

Structure (XYZ):
```
73
Properties=species:S:1:pos:R:3:lowdin_charge:R:1
Ba -1.39064 1.11096 1.09041 1.637
O -3.53015 4.67813 3.21981 -0.007
C -3.10293 3.76854 2.49432 -0.553
N -2.26668 2.80054 2.84455 -0.200
C -1.78299 2.88961 4.20007 -0.213
C -0.66908 1.92658 4.55200 -0.267
C -0.24396 1.84885 5.88039 -0.024
C 0.79363 1.00320 6.21526 -0.063
C 1.39719 0.23591 5.22645 -0.063
C 0.92066 0.35649 3.93659 -0.149
N -0.08267 1.18053 3.61461 -0.031
C -3.61736 3.79867 1.03978 -0.194
C -4.70312 4.63173 0.77540 0.000
C -5.18045 4.73178 -0.51712 -0.053
C -4.56134 4.01643 -1.53187 -0.062
C -3.48221 3.22111 -1.19381 -0.158
N -3.02980 3.11676 0.05336 -0.043
H -2.59339 2.73170 4.92534 0.129
H -1.41869 3.90333 4.41900 0.131
H -0.73217 2.45259 6.63472 0.118
H 1.12997 0.93573 7.24216 0.108
H 2.20813 -0.44223 5.45147 0.104
H 1.32713 -0.22853 3.11651 0.082
H -5.13273 5.18374 1.59795 0.116
H -6.02781 5.36881 -0.73733 0.109
H -4.90347 4.07590 -2.55574 0.103
H -2.95964 2.64059 -1.94777 0.100
C 4.20372 2.06875 -1.05610 -0.079
N 2.76431 2.21881 -1.05939 -0.131
C 1.91461 2.20131 -0.02894 -0.178
N 0.67925 2.36821 -0.45923 -0.055
C 0.83953 2.47271 -1.80414 -0.221
N 2.08419 2.38579 -2.21083 0.125
C 4.70838 0.64265 -1.12869 -0.187
C 6.08793 0.46460 -1.09236 -0.047
C 6.63678 -0.80625 -1.11974 -0.065
C 5.80958 -1.91398 -1.18432 -0.020
C 4.43025 -1.74057 -1.22654 -0.127
C 3.87217 -0.46166 -1.20089 0.032
C 3.58784 -2.93322 -1.25827 -0.299
N 3.91152 -4.12449 -0.87627 0.117
N 2.79708 -4.91125 -1.06472 0.117
C 1.89046 -4.14649 -1.57567 -0.301
O 2.33175 -2.88190 -1.74648 0.098
C 0.53178 -4.51288 -1.95940 -0.129
C 0.13939 -5.84821 -1.86953 -0.012
C -1.14529 -6.21059 -2.22829 -0.060
C -2.04194 -5.24904 -2.67925 -0.032
C -1.65483 -3.92029 -2.77039 -0.196
C -2.63067 -2.87178 -3.24811 -0.073
N -3.10307 -2.02035 -2.16467 -0.116
C -2.48601 -0.97186 -1.61929 -0.207
N -3.17334 -0.53531 -0.57864 -0.036
C -4.22436 -1.39623 -0.52834 -0.209
N -4.21792 -2.31245 -1.46857 0.118
C -0.36496 -3.55248 -2.40567 0.018
H 4.58011 2.54306 -0.14871 0.135
H 4.57312 2.64178 -1.90562 0.134
H 2.23541 2.06112 0.99119 0.140
H 0.02887 2.62582 -2.49752 0.107
H 6.73740 1.33159 -1.03692 0.116
H 7.71069 -0.93358 -1.08948 0.106
H 6.21401 -2.91665 -1.19892 0.115
H 2.79294 -0.35536 -1.19275 0.063
H 0.85130 -6.58184 -1.51706 0.115
H -1.45431 -7.24478 -2.15621 0.107
H -3.05065 -5.53294 -2.95433 0.114
H -3.51108 -3.32871 -3.69316 0.125
H -2.16617 -2.22497 -3.99271 0.133
H -1.55033 -0.58531 -1.99158 0.104
H -5.00852 -1.33820 0.20781 0.110
H -0.04966 -2.51624 -2.43639 0.098
Cl 0.52331 -1.08380 0.17859 -0.322
```

Its HOMO-LUMO gap is 8.410 eV. The value obtained for the energy relative to the best compared isomer or geometry (same formula, charge and spin) is 14.7 kJ/mol. The HOMO energy is -8.219 eV.